The following is a DFT calculation (ωB97M-V/def2-TZVPD) of a cluster of 2 separate species, C5H8OS in total in a non-equilibrium geometry.

```
15
Properties=species:S:1:pos:R:3:forces:R:3:mulliken_charge:R:1
S -1.5990 -0.1650 -0.6481 -0.358 0.134 -0.164 0.071
O -1.2285 1.4712 -0.8906 0.969 -1.541 2.329 -0.453
C 2.6374 -0.2906 -0.7957 0.087 -1.486 0.590 -0.393
C 3.3970 0.2043 -1.5622 -0.121 0.426 -0.076 0.082
C 1.4306 -0.2055 1.1867 -0.455 1.225 0.842 -0.679
C 1.9600 -0.9576 0.2523 -0.616 -0.236 -0.050 -0.280
C -3.0571 -0.1742 0.4980 0.964 -2.723 0.770 -0.669
H -1.7732 1.8038 -1.5583 -1.393 0.702 -1.782 0.315
H 3.9914 0.8931 -2.0416 0.968 0.727 -1.119 0.447
H 0.8256 -0.5672 1.9906 -0.110 -0.474 0.349 0.302
H 1.5388 0.8758 1.1621 0.033 -0.125 -0.086 0.223
H -3.6952 0.6202 0.0985 -0.186 -0.225 0.984 0.246
H -3.5667 -1.2656 0.4334 1.040 2.592 -0.446 0.263
H 1.7811 -2.0243 0.2949 0.313 -0.059 -0.427 0.295
H -2.6421 -0.2183 1.5800 -1.135 1.062 -1.713 0.231
```
Positions in Å, forces in eV/Å.

Values from the calculation:
Relative energy (zero: lowest compared OMol25 entry of this formula, charge and spin)   402.1 kJ/mol
HOMO-LUMO gap   9.279 eV
LUMO energy   0.674 eV
Strongest force on any atom   0.0581 Eh/bohr
Multiplicity   1
SMILES   C#CC=C.CSO